2 unconnected molecules or ions with the total composition C6H9F2N2O in a non-equilibrium geometry, computed with ωB97M-V with the def2-TZVPD basis set.

Summary:
**LUMO level**: -5.2 eV
**Spin multiplicity**: 1
**Energy relative to the best compared isomer or geometry (same formula, charge and spin)**: 0.0 kcal/mol
**Orbital gap**: 9.3 eV
**Highest occupied orbital energy**: -14.53 eV
**Charge**: +1

Positions of all 20 atoms, in Å:
C -1.24354 0.24157 1.46023
C -1.21623 -0.63765 0.42157
C 1.23366 0.36119 1.15270
C 0.09187 0.66391 2.03137
C -0.04663 -1.30359 0.07109
C 0.37734 0.95852 -2.91460
N 1.12581 -0.59432 0.28951
N 0.11977 -2.55402 -0.30847
O 0.72272 -0.17141 -2.23353
F 1.04225 2.03709 -2.44544
F 0.80349 0.84474 -4.15672
H -2.24730 0.58571 1.79373
H -2.24526 -0.98517 0.13605
H 2.07573 0.92275 1.12248
H 0.13410 1.75866 2.23780
H 0.32418 0.15583 3.07322
H -0.65306 1.18656 -2.84005
H 1.00431 -2.74903 -0.74894
H 1.41644 -0.55270 -2.85666
H -0.64855 -3.15054 -0.52114

Forces on the atoms, in the same order (eV/Å):
1.0162 -0.5215 -0.8004
-4.3238 0.0713 1.1201
-3.8367 -3.3426 -1.4223
-0.1498 0.8739 2.1950
2.6862 0.4401 1.2479
0.8328 0.5445 0.7113
0.8617 -0.1875 -0.0174
-0.0354 1.2275 -0.3913
1.0053 -0.6597 -1.7456
0.2506 0.3923 0.8164
-0.1187 -0.3583 -1.7179
1.1921 -0.0841 0.1414
1.3176 0.1323 -0.3030
2.6770 1.5620 0.2774
-0.2974 -0.6486 0.1325
-0.6823 0.9361 -1.7261
-1.2417 -0.0084 -0.0902
0.2958 -0.3098 0.2734
-0.8808 0.2408 1.4296
-0.5690 -0.3005 -0.1308

C3H5ClN2 in the gas phase in a non-equilibrium geometry, computed with ωB97M-V with the def2-TZVPD basis set.

Summary:
**LUMO level**: 0.8 eV
**Spin multiplicity**: 1
**Energy relative to the best compared isomer or geometry (same formula, charge and spin)**: 51.5 kcal/mol
**Orbital gap**: 9.1 eV
**Highest occupied orbital energy**: -8.31 eV

Positions of all 11 atoms, in Å:
C 2.03858 0.45942 -0.09100
C 0.81842 0.71881 -0.17813
C -1.54490 -0.14654 0.00742
H 2.76936 1.31047 0.01338
H 0.38162 1.76901 0.05818
H 0.06751 -1.05680 -0.05632
H -1.84740 0.85734 0.29888
H -3.16395 -1.30124 0.34058
N -0.11789 -0.13783 -0.16757
N -2.05336 -1.33767 -0.18395
Cl 2.65201 -1.13498 -0.04147

Forces on the atoms, in the same order (eV/Å):
6.9555 1.4349 0.3177
-3.7320 6.7381 1.3849
2.3555 -1.3490 -0.8635
-0.6821 -1.4097 -0.1479
1.3717 -1.3402 -0.9853
1.7143 -3.6323 -0.0892
-1.1184 -0.2660 0.1063
4.0222 -0.0844 -2.4046
-7.0798 -2.4526 -0.3919
-4.0988 2.8371 3.1762
0.2920 -0.4759 -0.1027